# 1
{"formula": "C6H7NO", "method": "ωB97M-V with the def2-TZVPD basis set", "symbols": ["C", "H", "H", "H", "C", "C", "N", "H", "H", "H", "O", "C", "C", "H", "C"], "positions_angstrom": [[1.597, 0.646, 0.819], [-4.781, 0.292, -0.525], [1.800, 1.603, -1.055], [0.548, -1.934, -1.259], [-0.207, -0.533, 0.102], [0.156, -1.893, -0.242], [-0.641, 0.508, 0.414], [0.894, -2.279, 0.463], [2.856, 2.251, 0.255], [1.083, 2.576, 0.219], [2.094, 0.105, 1.719], [-3.792, -0.089, -0.411], [-2.701, -0.643, -0.310], [-0.777, -2.461, -0.194], [1.871, 1.853, 0.004]], "e_tot_ev": -9865.12167, "charge": 0, "homo_ha": [-0.2642, -0.2957], "lumo_energy_ev": [-1.59, -0.77], "fmax_ev_per_a": 0.6}

# 2
{"formula": "C34H43CaN3O2S3SeSi", "method": "ωB97M-V with the def2-TZVPD basis set", "symbols": ["C", "H", "C", "N", "H", "H", "O", "C", "H", "C", "H", "H", "C", "Ca", "H", "C", "C", "H", "H", "H", "C", "H", "C", "H", "H", "S", "H", "C", "O", "C", "C", "C", "H", "C", "H", "N", "H", "H", "H", "N", "H", "C", "C", "C", "C", "H", "C", "C", "H", "C", "H", "C", "S", "C", "C", "H", "C", "H", "H", "C", "H", "H", "H", "C", "H", "Si", "H", "C", "H", "C", "H", "H", "H", "C", "H", "H", "Se", "H", "H", "S", "H", "H", "C", "H", "C", "H", "C", "C"], "positions_angstrom": [[-2.896, -1.123, 3.931], [-3.061, -0.285, 3.280], [-1.425, 2.905, 1.698], [-2.226, -2.811, -1.490], [3.859, -2.670, 0.781], [-1.537, 5.317, 2.461], [-1.530, 1.713, 1.334], [3.098, -1.014, -0.366], [3.864, 3.055, -1.655], [3.522, -1.654, 0.969], [0.214, -0.537, -2.295], [5.279, 0.616, 0.731], [-3.488, -3.216, 5.004], [0.370, 1.141, 2.309], [-4.633, 6.872, -0.122], [2.105, 1.217, -3.108], [-2.470, -3.413, -2.695], [-2.210, -6.776, -3.379], [-3.228, -3.560, -5.972], [2.579, 3.941, 0.286], [-1.581, -1.311, 4.408], [-4.456, 4.765, -1.406], [1.331, 1.325, -1.771], [1.180, -2.039, -0.397], [-2.437, -0.781, -2.037], [0.448, -2.353, 5.569], [0.352, 3.024, -0.700], [-3.880, 4.915, -0.524], [-0.563, 3.294, 2.557], [0.028, 0.476, -1.971], [-2.291, 3.968, 1.055], [3.183, 3.345, 0.937], [-1.621, -5.804, -0.750], [-2.825, -2.936, -3.952], [-0.587, 0.924, -2.796], [-1.832, -4.927, -1.214], [-2.948, -1.850, -4.154], [4.698, -2.103, -1.324], [3.069, 1.752, -3.033], [-0.557, -0.447, 4.118], [2.531, -2.992, -1.039], [-2.664, -5.226, -4.779], [0.884, 2.796, -1.611], [-3.117, 6.274, 1.274], [2.094, -1.993, -0.974], [5.341, 2.094, 1.656], [3.698, 2.028, 0.262], [-3.971, 6.076, 0.192], [4.156, -0.689, -2.328], [-3.818, -2.115, 4.154], [1.465, 1.738, -3.861], [-2.207, -4.792, -2.527], [-3.286, 2.365, -1.020], [4.497, 2.479, -0.923], [-2.294, -5.710, -3.532], [-3.211, 7.204, 1.835], [-3.124, 3.788, -0.063], [2.698, -1.605, 1.655], [5.198, -0.482, -0.797], [0.575, -0.789, 4.648], [1.778, -1.720, -1.987], [-0.574, 0.515, -1.067], [-4.848, -1.993, 3.795], [-1.894, -3.731, -0.552], [2.247, 0.195, -3.454], [2.218, 0.759, -0.076], [-2.792, -5.953, -5.550], [-2.247, 5.234, 1.637], [-1.954, -1.079, -0.343], [-2.903, -3.871, -5.011], [5.337, 3.134, -0.603], [4.092, 0.839, 2.020], [0.214, 2.944, -2.457], [-2.566, -1.446, -1.159], [-1.998, -4.225, 6.129], [4.358, -1.170, 1.450], [-1.642, -3.482, 1.240], [2.545, 3.124, 1.788], [4.914, 1.671, -1.542], [1.906, 0.252, 4.538], [-3.623, -1.348, -0.823], [-4.237, -3.987, 5.155], [4.370, -1.036, -1.281], [1.756, 3.452, -1.723], [4.641, 1.350, 1.247], [4.025, 3.937, 1.303], [-2.222, -3.359, 5.547], [-1.244, -2.411, 5.243]], "e_tot_ev": -168695.47233, "charge": -2, "homo_ha": -0.0373, "lumo_energy_ev": 3.63, "fmax_ev_per_a": 1.8}

# 3
{"formula": "C3H15NO4", "method": "ωB97M-V with the def2-TZVPD basis set", "symbols": ["C", "H", "H", "O", "H", "O", "H", "H", "H", "O", "C", "O", "N", "H", "C", "H", "H", "H", "H", "H", "H", "H", "H"], "positions_angstrom": [[2.322, 2.045, 0.104], [-0.062, -1.110, -1.596], [-3.228, -0.153, 1.803], [-3.057, 0.487, 2.564], [3.377, 2.539, 0.354], [-0.969, -1.319, -1.157], [-1.423, -1.637, 2.277], [2.324, -1.868, -1.786], [2.851, 1.261, -1.922], [-2.422, 1.040, -0.139], [2.393, 1.064, -0.978], [-0.767, -1.684, 1.571], [1.920, -1.015, -1.884], [-2.522, 1.204, 2.070], [2.030, -0.175, -0.751], [2.046, 1.434, 1.041], [2.291, -0.544, -2.646], [-2.421, 0.194, -0.510], [-1.609, 1.389, -0.237], [-0.772, -1.236, -0.153], [1.824, 2.980, 0.080], [-0.571, -2.518, 1.273], [1.701, -0.629, 0.173]], "e_tot_ev": -13032.84381, "charge": 0, "homo_ha": -0.3244, "lumo_energy_ev": 0.52, "smiles": "C/C=C/N.O.O.O.O", "fmax_ev_per_a": 4.8}

# 4
{"formula": "C13H13Cl2N2O2", "method": "ωB97M-V with the def2-TZVPD basis set", "symbols": ["H", "C", "C", "C", "H", "C", "Cl", "C", "C", "H", "C", "H", "O", "O", "N", "Cl", "C", "H", "C", "H", "C", "H", "H", "N", "C", "H", "H", "H", "H", "H", "C", "C"], "positions_angstrom": [[-3.383, -0.465, -2.035], [-3.536, -3.287, 1.026], [-2.594, -0.936, 0.167], [2.856, 0.796, 2.540], [-4.838, -4.287, -0.330], [0.531, 0.821, 0.667], [2.399, -0.129, -2.769], [3.890, 2.003, -1.907], [-2.675, -2.009, 1.286], [2.214, 2.963, 3.220], [-4.258, -2.488, -1.296], [3.766, 0.802, 3.252], [-0.513, 0.687, -0.314], [-2.268, 1.314, 1.035], [2.656, -0.399, 1.760], [3.386, 1.892, -0.202], [-1.755, 0.411, 0.322], [3.080, 1.816, -3.887], [1.526, -0.349, 0.863], [-4.848, -2.686, -2.249], [1.981, 2.079, 2.545], [-2.118, -1.867, 2.281], [4.181, 3.040, -2.084], [-4.265, -3.440, -0.217], [2.777, 1.610, -2.858], [-3.595, -4.112, 1.810], [4.774, 1.375, -2.040], [0.061, 3.035, 1.458], [1.861, 2.167, -2.655], [1.349, -1.285, 0.212], [0.753, 2.119, 1.557], [-3.395, -1.192, -1.160]], "e_tot_ev": -45797.43131, "charge": 1, "homo_ha": -0.4162, "lumo_energy_ev": -5.42, "fmax_ev_per_a": 5.5}

# 5
{"formula": "C4H4O2", "method": "ωB97M-V with the def2-TZVPD basis set", "symbols": ["C", "O", "C", "C", "H", "C", "O", "H", "H", "H"], "positions_angstrom": [[0.867, 0.981, -0.010], [-0.444, 1.315, 0.036], [-1.358, 0.235, 0.131], [-0.873, -1.023, -0.034], [-1.769, -1.643, -0.228], [1.422, -0.278, -0.007], [0.467, -1.305, 0.051], [2.427, -0.559, 0.319], [-2.379, 0.476, -0.048], [1.639, 1.801, -0.210]], "e_tot_ev": -8304.33143, "charge": 0, "homo_ha": -0.2816, "lumo_energy_ev": 1.00, "smiles": "C1=COC=CO1", "fmax_ev_per_a": 4.3}

# 6
{"formula": "C3H2IrO2", "method": "ωB97M-V with the def2-TZVPD basis set", "symbols": ["O", "H", "Ir", "C", "O", "H", "C", "C"], "positions_angstrom": [[1.431, -0.378, 0.510], [2.397, 1.273, -0.317], [-0.514, -1.127, 0.689], [1.483, 0.662, -0.293], [-0.693, 0.278, -0.679], [0.326, 1.787, -1.849], [0.446, 1.007, -1.099], [-1.850, 0.721, -0.208]], "e_tot_ev": -10058.91637, "charge": 1, "spin_multiplicity": 5, "homo_ha": [-0.4798, -0.5399], "lumo_energy_ev": [-6.21, -8.03], "fmax_ev_per_a": 4.2}